An isolated molecule of C2H4B2O at a distorted geometry, computed with ωB97M-V/def2-TZVPD.

Element x y z (Å)
1 B 2.030378 -0.020137 0.004933
2 B -2.029041 -0.476118 -0.001733
3 C 0.581406 0.264803 -0.129100
4 C -0.751118 0.382767 -0.124956
5 O -0.289480 1.656240 -0.042692
6 H 2.391731 -1.061658 -0.397496
7 H 2.754240 0.791403 0.503605
8 H -2.364016 -0.995444 -1.008808
9 H -2.324100 -0.541852 1.196246

Forces on atoms 1 to 3 (eV/Å):
B -0.62 0.46 0.22
B 0.64 0.54 1.20
C -0.62 0.08 -0.14

For the total energy, the calculation gives -203.35946 a.u. Its HOMO-LUMO gap is 7.51 eV. The SMILES is BC1=C(B)O1.

A cluster of 13 separate species, H26O13 in total at a distorted geometry, computed with ωB97M-V/def2-TZVPD.

Element x y z (Å)
1 O 1.362974 1.807231 0.487051
2 H 1.008974 1.892231 1.376051
3 H 1.924974 2.573231 0.266051
4 O 1.782974 -2.643769 -1.439949
5 H 1.829974 -2.500769 -0.452949
6 H 1.959974 -1.722769 -1.729949
7 O -3.432026 1.161231 -0.110949
8 H -4.356026 0.983231 0.043051
9 H -3.311026 0.548231 -0.845949
10 O 1.813974 -1.307769 1.373051
11 H 1.389974 -1.215769 2.245051
12 H 2.380974 -2.034769 1.583051
13 O -0.362026 -0.243769 -0.334949
14 H 0.472974 -0.522769 0.078051
15 H -0.859026 0.391231 0.164051
16 O -1.650026 0.934231 1.877051
17 H -1.460026 1.785231 2.236051
18 H -2.423026 0.978231 1.324051
19 O -2.131026 3.526231 0.478051
20 H -2.387026 2.746231 0.013051
21 H -2.656026 3.477231 1.271051
22 O -0.703026 -1.508769 -2.840949
23 H -0.334026 -0.990769 -2.136949
24 H -0.343026 -1.135769 -3.665949
25 O 4.263974 -1.529769 0.299051
26 H 4.697974 -0.969769 0.923051
27 H 3.352974 -1.190769 0.306051
28 O -2.403026 -1.791769 0.732051
29 H -3.171026 -2.036769 0.194051
30 H -1.799026 -1.181769 0.328051
31 O -0.538026 -1.174769 3.133051
32 H -1.093026 -0.560769 2.622051
33 H -0.766026 -2.072769 2.882051
34 O 2.574974 -0.088769 -1.737949
35 H 2.972974 -0.186769 -2.580949
36 H 1.846974 0.506231 -1.916949
37 O 0.428974 1.713231 -2.419949
38 H 0.554974 1.564231 -1.493949
39 H -0.444026 2.024231 -2.525949

Forces on atoms 1 to 3 (eV/Å):
O 0.37 0.28 -0.65
H 0.20 0.32 -0.03
H -0.45 -0.43 0.59

For the total energy, the calculation gives -993.69075 a.u. Its HOMO-LUMO gap is 9.38 eV.

An isolated molecule of C4H7NS at a distorted geometry, computed with ωB97M-V/def2-TZVPD.

Element x y z (Å)
1 C -0.031269 1.555959 -0.942927
2 C -0.070304 0.704070 0.237328
3 C -0.059631 -0.773223 0.003732
4 C 0.574879 -1.789390 0.861608
5 H 0.906018 1.431313 -1.550748
6 H -0.046086 2.708387 -0.830483
7 H -0.806614 1.274810 -1.635471
8 H 0.512811 0.985329 1.078786
9 H -1.343472 -0.292147 1.439026
10 H -0.240402 -1.038986 -1.049370
11 H 0.371007 -1.762154 1.886029
12 N -1.270966 -0.122074 0.434587
13 S 1.504028 -2.881893 0.067903

Forces on atoms 1 to 3 (eV/Å):
C 1.41 2.68 -2.18
C 0.02 -1.27 0.36
C -0.77 -0.57 -1.29

For the total energy, the calculation gives -609.47353 a.u. Its HOMO-LUMO gap is 8.39 eV. The SMILES is C[C@H]1N[C@@H]1C=S.

A cluster of 2 separate species, C4H10SSi in total at a distorted geometry, computed with ωB97M-V/def2-TZVPD.

Element x y z (Å)
1 C -1.509450 0.898309 0.470094
2 C 0.036613 1.091153 0.192899
3 C -2.127798 -0.421448 -0.154192
4 C 2.495927 -1.280480 0.555302
5 Si 0.778678 -0.633607 -0.188460
6 S -0.979897 -1.964801 0.060987
7 H -1.790214 1.169520 1.442612
8 H -1.986452 1.623996 -0.160276
9 H 0.028817 1.618165 -0.791425
10 H 0.647545 1.617279 1.022867
11 H -3.146974 -0.536263 0.217124
12 H -2.110996 -0.382520 -1.280053
13 H 2.588302 -1.510531 1.644237
14 H 2.885626 -2.057686 -0.278074
15 H 3.200940 -0.466066 0.477100
16 H 0.989334 1.234977 -3.230748

Forces on atoms 1 to 3 (eV/Å):
C 0.90 -0.78 -2.39
C -0.26 -0.17 0.45
C 1.83 -0.02 -0.43

For the total energy, the calculation gives -845.92402 a.u. Its HOMO-LUMO gap (spin up / spin down) is 8.83 / 6.20 eV.

The lowest total energy belongs to which entry? H26O13